Formula: C12H20BrClSbTl
Source: the Open Molecules 2025 dataset
Level of theory: ωB97M-V/def2-TZVPD

Last column: Mulliken charge in e.
Geometry (Å):
C -1.13 -1.18 -1.69  -0.36
H -0.70 -1.83 3.43  0.46
Cl 0.97 -4.37 2.28  -0.33
H -1.84 0.82 -2.61  0.45
C 0.25 1.18 -1.78  0.45
C -1.93 -1.95 -0.44  -0.94
H -0.45 3.12 -3.15  0.31
H -2.56 -2.80 -1.00  0.42
H -0.04 -1.59 -1.74  0.34
Sb -0.54 -3.02 0.90  0.38
H -0.64 -4.39 -0.19  0.33
H -1.65 -1.51 -2.71  0.32
Tl 2.42 2.96 1.82  0.71
C 3.13 1.20 -1.28  -0.52
H 4.02 0.59 -0.76  0.37
H 4.44 3.01 -2.26  0.36
H -1.92 1.94 3.02  0.41
H 1.51 -0.43 -0.48  0.03
C -1.26 0.46 -1.63  -0.64
H -0.81 0.51 1.14  -0.08
C 1.99 3.26 -2.82  -0.39
H -2.73 -1.27 0.07  0.28
H -1.87 0.88 -0.72  0.35
H -2.39 -0.32 2.00  0.40
Br 0.70 1.80 3.47  -0.09
H -1.87 -3.73 1.84  0.15
H 0.90 -2.49 0.01  0.15
H 2.18 4.26 -3.43  0.32
C 0.47 2.59 -2.65  -0.54
C -1.16 1.07 3.32  -0.56
H 0.75 -1.07 2.51  0.38
C 1.63 0.55 -1.11  -0.03
H -1.60 0.63 4.34  0.43
C 3.36 2.58 -2.15  -0.38
C -0.39 -1.39 2.37  -0.73
C -1.25 -0.04 2.08  -0.20

Summary:
M	605.8	g mol⁻¹
frontier orbital gap	0.102	Eh
net charge	+2